No. 1
The following is a quantum chemistry calculation of a structure of composition C6H12CrS7, from the OMol25 dataset.

Each line ends with the Löwdin spin population.
Cartesian coordinates (Å):
Cr 1.27605 -1.19064 -0.02861  2.99
C -0.60046 1.04183 1.48454  0.00
C -1.14192 -0.28862 2.00819  0.01
S -0.80810 -1.77479 1.02446  0.00
C -1.98161 -1.70490 -0.35224  0.00
C -1.80647 -0.54953 -1.32936  0.00
S -0.08074 -0.30106 -1.87695  0.01
C 0.12926 1.50374 -1.67676  0.01
C 1.11794 1.93413 -0.58955  0.00
S 1.12648 0.93786 0.92088  -0.03
H -0.61839 1.77117 2.29396  0.00
H -1.20739 1.43142 0.67117  0.00
H -2.22290 -0.22932 2.14073  0.00
H -0.70389 -0.52450 2.97797  0.00
H -2.98662 -1.68335 0.07089  0.00
H -1.85911 -2.66934 -0.84659  0.00
H -2.15724 0.38301 -0.89453  0.00
H -2.39647 -0.74199 -2.22434  0.00
H -0.86578 1.91212 -1.51248  0.00
H 0.47965 1.88069 -2.63604  0.00
H 0.94747 2.97646 -0.31790  0.00
H 2.14487 1.83524 -0.93921  0.00
S 2.32064 -2.17793 1.71112  -0.03
S 4.11212 -1.15857 1.60562  0.01
S 4.73088 -1.59871 -0.29510  0.04
S 3.05171 -1.01444 -1.38989  0.00

- calculated total energy (eV) = -110680.3799
- LUMO (spin up / spin down) (hartree) = -0.17406 / -0.14880
- multiplicity = 4
- relative energy (zero: lowest compared OMol25 entry of this formula, charge and spin) (eV) = 0.631
- total charge = +1
- HOMO (spin up / spin down) (Ha) = -0.3933 / -0.4018
- expectation value of S² = 3.85
- orbital gap (spin up / spin down) (eV) = 5.965 / 6.885
- molar mass (g mol⁻¹) = 360.63

***

No. 2
The following is a quantum chemistry calculation of a cluster of 2 separate species, C6H12F in total in a non-equilibrium geometry, from the OMol25 dataset.

Each line ends with the Löwdin charge.
Cartesian coordinates (Å):
C -1.21021 -0.34480 0.74257  -0.27
C 0.13123 -0.96801 1.13430  -0.23
C -1.28180 -0.10201 -0.76648  -0.23
C 1.29822 -0.09757 0.66335  -0.27
C -0.11482 0.76844 -1.23744  -0.27
C 1.22662 0.14523 -0.84570  -0.23
H -1.32194 0.62373 1.26689  0.08
H -2.04323 -0.99937 1.06361  0.09
H 0.21459 -1.96535 0.66121  0.09
H 0.17992 -1.11059 2.23100  0.10
H -2.24490 0.37550 -1.03082  0.10
H -1.23499 -1.07695 -1.28874  0.09
H 2.26131 -0.57511 0.92767  0.09
H 1.25144 0.87737 1.18562  0.08
H -0.19818 1.76578 -0.76438  0.08
H -0.16350 0.91098 -2.33414  0.09
H 2.05966 0.79977 -1.16676  0.10
H 1.33831 -0.82331 -1.37000  0.09
F -0.14773 1.79634 0.92825  -0.58

- calculated total energy (eV) = -9134.2504
- LUMO (hartree) = 0.16249
- multiplicity = 1
- total charge = -1
- HOMO (Ha) = -0.1516
- orbital gap (eV) = 8.546
- molar mass (g mol⁻¹) = 103.16

***

No. 3
The following is a quantum chemistry calculation of a cluster of 2 separate species, C6H12F3NOPS in total in a non-equilibrium geometry, from the OMol25 dataset.

Each line ends with the Löwdin charge.
Cartesian coordinates (Å):
C -1.57542 -1.38232 -0.84462  -0.30
P -1.01150 -1.14846 -2.56860  0.73
O -1.87971 -2.16502 -3.44502  -0.29
S -1.87898 0.84411 -2.93335  0.99
C -0.50444 1.92663 -3.54508  -0.89
F -1.10742 2.98169 -4.07066  0.15
F 0.16379 1.25904 -4.45245  0.16
F 0.27376 2.32006 -2.55436  0.16
H -1.20369 -2.31493 -0.46126  0.05
H -2.65981 -1.34418 -0.84271  0.06
H -1.21953 -0.52324 -0.29956  0.01
H -1.30450 -2.68652 -4.01495  0.08
H -2.19952 1.39417 -1.74321  0.01
C 1.54215 1.40680 2.26137  -0.11
C 1.77214 0.30688 3.29151  -0.25
C 1.48755 -1.09624 2.74154  -0.18
C 0.09230 -1.21726 2.31385  -0.21
N -0.99785 -1.31002 1.97860  0.15
H 0.49817 1.44108 1.94206  0.06
H 1.78498 2.38094 2.68244  0.08
H 2.16823 1.25592 1.37892  0.07
H 1.14261 0.49094 4.16277  0.12
H 2.80696 0.34230 3.63189  0.11
H 1.67813 -1.85149 3.50340  0.12
H 2.13160 -1.31089 1.88749  0.12

- calculated total energy (eV) = -38223.2106
- LUMO (hartree) = -0.14663
- multiplicity = 1
- total charge = +1
- HOMO (Ha) = -0.5138
- orbital gap (eV) = 9.990
- molar mass (g mol⁻¹) = 234.20

***

No. 4
The following is a quantum chemistry calculation of a cluster of 2 separate species, C6H12FN in total in a non-equilibrium geometry, from the OMol25 dataset.

Each line ends with the Löwdin charge.
Cartesian coordinates (Å):
C -1.38281 1.61385 -0.66388  -0.12
C -1.56446 0.46394 0.33599  -0.13
C 0.18960 1.45551 -0.86563  -0.18
C -0.51685 -0.57229 -0.01243  -0.29
C 0.41039 -1.88557 1.87085  0.05
C 1.76247 -0.51936 -0.99728  -0.04
N 0.39484 0.05850 -0.84449  -0.16
F -1.03685 -1.76039 -0.48601  0.00
H -1.96398 1.49839 -1.61493  0.12
H -1.65223 2.57426 -0.20527  0.10
H -1.23608 0.81068 1.34480  0.12
H -2.54543 0.19441 0.57988  0.09
H 0.53578 1.84944 -1.79170  0.10
H 0.74255 1.95610 -0.05140  0.13
H 1.39995 -1.85975 1.58758  -0.07
H -0.12361 -2.73961 2.19074  -0.02
H 0.31548 -1.04186 2.59084  -0.01
H 2.35189 -0.33266 -0.04981  0.09
H 1.81620 -1.67763 -0.97765  0.11
H 2.10314 -0.08596 -1.94020  0.08

- calculated total energy (eV) = -10620.2499
- LUMO (spin up / spin down) (hartree) = 0.03116 / 0.03309
- multiplicity = 1
- relative energy (zero: lowest compared OMol25 entry of this formula, charge and spin) (eV) = 3.913
- total charge = 0
- HOMO (spin up / spin down) (Ha) = -0.2699 / -0.2800
- orbital gap (spin up / spin down) (eV) = 8.192 / 8.520
- molar mass (g mol⁻¹) = 117.17

***

No. 5
The following is a quantum chemistry calculation of a cluster of 2 separate species, C6H12FN2O in total in a non-equilibrium geometry, from the OMol25 dataset.

Each line ends with the Löwdin charge.
Cartesian coordinates (Å):
C -0.58089 1.25632 0.56222  0.04
C 1.96073 1.05015 0.39121  -0.09
C 0.67167 0.63220 0.28776  -0.16
C -1.63178 0.77329 -0.14851  -0.31
C 3.06426 0.29594 -0.05525  -0.10
C 0.29543 -0.62443 -0.58783  -0.21
N -2.89659 1.24996 -0.19134  0.13
N 0.29176 -1.86882 0.11696  0.13
O -1.12102 -0.31692 -1.04625  0.08
F -2.51966 -1.27175 0.72077  -0.03
H -0.64646 2.04355 1.31746  0.15
H 2.12524 1.95130 0.92252  0.12
H 4.00058 0.37182 0.43138  0.08
H 3.34580 0.68236 -1.04981  0.11
H 2.88375 -0.84125 -0.28417  0.13
H 0.86133 -0.65296 -1.53581  0.17
H -3.57103 0.45995 -0.35022  0.12
H -3.14151 2.01490 -0.86464  0.15
H -2.31099 -1.41886 1.62773  0.16
H -0.08454 -2.58963 -0.35956  0.05
H 0.70713 -2.08663 1.00171  0.12
H -1.70321 -1.11052 -0.90632  0.17

- calculated total energy (eV) = -14152.4739
- LUMO (hartree) = -0.11378
- multiplicity = 1
- relative energy (zero: lowest compared OMol25 entry of this formula, charge and spin) (eV) = 1.528
- total charge = +1
- HOMO (Ha) = -0.4490
- orbital gap (eV) = 9.123
- molar mass (g mol⁻¹) = 147.17

***

No. 6
The following is a quantum chemistry calculation of a structure of composition C6H12FO6RbTl in a non-equilibrium geometry, from the OMol25 dataset.

Each line ends with the Löwdin spin population.
Cartesian coordinates (Å):
Rb 1.42394 -1.74725 -5.24325  0.00
Tl -1.30740 1.90023 -2.46217  -0.14
F 0.73167 0.11818 -3.18107  -0.84
C -0.28886 2.55393 2.59469  0.08
O 0.85286 1.78589 2.24075  0.36
C 0.96910 1.47827 0.96881  -0.01
O 0.16789 1.83252 0.08230  -0.06
O 2.12976 0.77457 0.85475  0.39
C 2.65566 0.59641 -0.43354  0.08
H -0.54690 3.39307 1.94866  0.02
H -0.22156 3.01708 3.57910  0.00
H -1.12720 1.85781 2.56791  0.05
H 2.85558 1.61930 -0.75264  0.04
H 1.88988 0.12428 -1.04899  0.03
H 3.54257 -0.03606 -0.39511  0.00
C 0.44109 -2.57067 -1.67754  0.02
O -0.20542 -2.43263 -0.40012  0.10
C -1.10617 -1.47125 -0.16038  0.00
O -1.42469 -0.63315 -0.98888  0.13
O -1.62660 -1.62149 1.08968  0.54
C -2.74922 -0.81913 1.61695  0.10
H 1.36238 -1.99104 -1.73539  0.01
H -0.09214 -2.20736 -2.55605  0.00
H 0.82672 -3.58743 -1.75217  0.00
H -3.35228 -0.53583 0.75431  0.00
H -2.43524 0.03552 2.21620  0.05
H -3.36555 -1.43373 2.27308  0.03

- calculated total energy (eV) = -26714.0603
- LUMO (spin up / spin down) (hartree) = -0.70372 / -0.71759
- multiplicity = 2
- total charge = +4
- HOMO (spin up / spin down) (Ha) = -0.9446 / -0.9170
- expectation value of S² = 1.79
- orbital gap (spin up / spin down) (eV) = 6.554 / 5.425
- molar mass (g mol⁻¹) = 489.00

***

No. 7
The following is a quantum chemistry calculation of a structure of composition C6H12HgN2PS in a non-equilibrium geometry, from the OMol25 dataset.

Each line ends with the Löwdin charge.
Cartesian coordinates (Å):
C -1.32699 -2.14305 -1.71107  -0.33
C -0.41704 -2.96923 -0.92924  -0.28
C 0.91481 -2.53149 -1.20135  -0.25
C 0.83689 -1.43238 -2.15698  -0.28
C -0.54365 -1.27188 -2.56892  -0.25
Hg -0.34243 -0.69190 -0.39487  0.62
P -2.01825 -0.04999 1.12515  0.44
H -2.39745 -2.25307 -1.75699  0.08
H -0.70135 -3.75477 -0.23659  0.08
H 1.82074 -2.92417 -0.75131  0.08
H -0.92407 -0.58332 -3.31708  0.09
H 1.67467 -0.91178 -2.58794  0.08
H -1.60950 0.25494 2.42197  -0.16
H -2.99599 -1.03055 1.32568  -0.17
H -2.77004 1.06723 0.75868  -0.20
N 0.37338 3.12885 2.06564  0.00
C 1.15660 2.28173 1.29009  -1.12
N 2.51885 2.55770 1.14482  -0.01
S 0.56167 1.08672 0.60868  0.38
H 0.75102 3.94200 2.53396  0.04
H -0.65044 2.93954 2.18650  0.06
H 3.12864 1.93431 0.56514  0.07
H 2.95994 3.35454 1.58601  0.04

- calculated total energy (eV) = -33686.4550
- LUMO (spin up / spin down) (hartree) = 0.12225 / 0.12172
- multiplicity = 1
- total charge = -1
- HOMO (spin up / spin down) (Ha) = 0.0033 / 0.0143
- orbital gap (spin up / spin down) (eV) = 3.236 / 2.923
- molar mass (g mol⁻¹) = 375.81

***

No. 8
The following is a quantum chemistry calculation of a structure of composition C6H12IrN4O3S in a non-equilibrium geometry, from the OMol25 dataset.

Each line ends with the Löwdin charge.
Cartesian coordinates (Å):
Ir -0.29116 -0.11083 0.06907  1.10
N 0.25027 -2.14989 -0.22068  -0.12
C 1.65577 -2.12944 -0.71772  -0.11
C 1.95853 -0.81680 -1.46438  -0.49
O 2.72328 -0.70156 -2.37745  0.14
N 1.25930 0.24873 -0.89864  -0.17
C 1.45989 1.67473 -1.17271  -0.08
C 0.12322 2.42781 -1.06160  -0.58
O -0.06157 3.51327 -1.52689  0.12
O -0.81090 1.80040 -0.31097  -0.29
H -0.36284 -2.44997 -0.97540  0.10
H 0.11950 -2.81491 0.53364  0.11
H 2.31670 -2.14293 0.14902  0.14
H 1.88271 -2.98190 -1.35302  0.14
H 2.07422 2.07247 -0.35696  0.14
H 2.00091 1.83003 -2.10228  0.14
C -3.22008 3.51391 1.63313  -0.02
N -2.76227 2.13507 1.76586  -0.01
C -1.55945 1.81386 2.15973  -0.76
N -0.71920 2.70632 2.64458  0.18
S -1.05126 0.10225 2.12071  0.63
H -4.22207 3.50617 1.21782  0.10
H -2.55844 4.05262 0.95180  0.11
H -3.25724 4.00187 2.60772  0.10
H -3.32082 1.39221 1.37680  0.14
H -0.95008 3.68626 2.70525  0.13
H 0.18757 2.41033 2.96431  0.12

- calculated total energy (eV) = -32188.2999
- LUMO (hartree) = -0.19271
- multiplicity = 1
- relative energy (zero: lowest compared OMol25 entry of this formula, charge and spin) (eV) = 0.371
- total charge = +1
- HOMO (Ha) = -0.4568
- orbital gap (eV) = 7.186
- molar mass (g mol⁻¹) = 412.47